1.
The following is a DFT calculation (ωB97M-V with the def2-TZVPD basis set) of C16H21BrNO4PTcTe as an isolated structure.

Each line ends with the Löwdin charge.
Positions of all 46 atoms, in Å:
Tc -0.343 0.953 -0.065  1.1222
O -0.201 2.982 0.580  -0.2142
C 1.019 3.703 0.320  -0.0930
C 1.907 2.844 -0.520  -0.2214
C 3.147 3.299 -0.924  0.0246
C 3.938 2.482 -1.714  0.0153
C 3.469 1.227 -2.080  -0.0011
C 2.229 0.827 -1.641  -0.0620
N 1.459 1.624 -0.870  -0.0290
H -0.949 3.583 0.685  0.1307
H 1.501 3.939 1.270  0.1537
H 0.786 4.631 -0.202  0.1552
H 3.484 4.282 -0.622  0.1416
H 4.911 2.820 -2.042  0.1360
H 4.059 0.562 -2.694  0.1306
H 1.811 -0.139 -1.883  0.1125
Br 0.184 -1.951 5.811  0.8903
C -0.008 -1.147 4.141  -0.6605
C -0.260 0.225 4.067  -0.0968
C -0.398 0.821 2.835  -0.0785
C -0.282 0.050 1.656  -0.3018
C -0.044 -1.337 1.753  -0.0664
C 0.102 -1.926 2.988  -0.0932
H -0.346 0.807 4.974  0.1182
H -0.599 1.882 2.794  0.0999
H 0.036 -1.939 0.860  0.0979
H 0.295 -2.986 3.073  0.1181
C -3.330 -4.211 -2.721  -0.0524
C -2.063 -3.439 -2.491  -0.1990
O -2.441 -2.100 -1.963  -0.2507
P -1.575 -0.822 -2.039  0.1598
O -0.309 -0.777 -1.168  -0.5023
Te -2.723 1.057 -1.028  0.8221
O -1.108 -0.595 -3.510  -0.2556
C -2.067 -0.543 -4.632  -0.2252
C -1.352 0.042 -5.818  -0.0522
H -3.075 -5.206 -3.085  0.0983
H -3.958 -3.726 -3.467  0.0875
H -3.894 -4.319 -1.796  0.0918
H -1.491 -3.284 -3.406  0.1165
H -1.425 -3.891 -1.735  0.1267
H -2.915 0.068 -4.318  0.1123
H -2.407 -1.562 -4.812  0.1184
H -1.024 1.059 -5.611  0.0868
H -2.035 0.069 -6.667  0.0976
H -0.493 -0.567 -6.091  0.0907

Forces on atoms 1 to 3 (eV/Å):
0.2502 0.1161 -0.0073
-0.1478 -0.0421 0.0486
-0.0373 0.0897 0.1173

Output
Orbital gap (alpha / beta), Ha: 0.2305 / 0.2487
Spin multiplicity: 2
HOMO level (alpha / beta), hartree: -0.529 / -0.532
DFT total energy, eV: -115422.9115
Net charge: +2

***

2.
The following is a DFT calculation (ωB97M-V with the def2-TZVPD basis set) of a 2-piece molecular cluster, C16H21ClFNO5 overall at a distorted geometry.

Each line ends with the Löwdin charge.
Positions of all 45 atoms, in Å:
C 1.336 -3.770 -0.245  -0.1012
C 2.225 -2.792 0.757  -0.2510
O 2.876 -1.659 0.029  -0.2042
C 2.129 -0.466 0.469  -0.2119
C 2.581 0.935 -0.260  -0.1447
O 2.078 2.160 0.444  -0.1610
C 0.588 2.158 0.273  -0.1133
C -0.075 2.733 -1.151  0.0405
C -1.726 2.713 -1.422  -0.4547
Cl -2.538 3.308 -2.985  0.5304
C -2.635 2.097 -0.207  -0.0290
C -1.990 1.578 1.206  -0.0084
C -0.381 1.583 1.509  0.0885
C -3.292 1.085 2.068  -0.1965
O -3.514 1.115 3.385  0.0220
N -4.223 0.626 0.926  -0.0575
C -3.857 -0.709 0.282  -0.1264
C -4.793 -1.054 -1.057  -0.2352
C -4.131 -2.430 -1.735  -0.0721
F -6.227 -1.289 -0.695  -0.1007
C -4.242 1.839 -0.029  -0.2121
O -5.291 2.505 -0.517  0.0241
H 0.266 -3.274 -0.304  0.0694
H 1.252 -4.828 0.277  0.0858
H 1.834 -3.828 -1.318  0.0923
H 3.023 -3.420 1.383  0.1339
H 1.456 -2.336 1.538  0.1132
H 2.196 -0.276 1.645  0.1462
H 0.989 -0.650 0.173  0.1312
H 3.775 0.942 -0.242  0.1408
H 2.288 0.964 -1.408  0.1419
H 0.601 3.157 -2.032  0.1156
H 0.027 1.176 2.527  0.1157
H -2.749 -0.774 -0.090  0.1179
H -4.010 -1.630 1.024  0.1603
H -4.663 -0.215 -1.893  0.1534
H -3.081 -2.620 -1.200  0.0768
H -4.804 -3.344 -1.442  0.0932
H -3.935 -2.308 -2.882  0.0866
C 6.738 1.621 0.836  -0.1713
O 6.513 1.998 -0.510  -0.1389
H 6.193 0.697 1.041  0.0747
H 7.806 1.454 0.995  0.0757
H 6.378 2.409 1.501  0.0771
H 7.009 2.820 -0.664  0.0830

Forces on atoms 1 to 3 (eV/Å):
0.2937 0.7523 0.6036
-0.6361 -0.8163 0.5294
-1.8858 0.3834 1.9820

Output
Orbital gap, Ha: 0.2909
HOMO level, hartree: -0.347
DFT total energy, eV: -43883.6844
SMILES: CCOCCOc1cc(Cl)c2c(c1)C(=O)N(C[C@@H](C)F)C2=O.CO

***

3.
The following is a DFT calculation (ωB97M-V with the def2-TZVPD basis set) of C16H21ClNRuTc as an isolated structure at a distorted geometry.

Each line ends with the Löwdin charge.
Positions of all 41 atoms, in Å:
Ru -0.253 -0.919 -0.361  0.9236
Cl -2.474 -2.069 0.529  -0.0708
C 0.738 -1.905 1.037  -0.3488
H 1.706 -1.370 1.119  0.0048
H 0.913 -2.931 0.683  -0.0107
H 0.262 -1.904 2.032  -0.0066
Tc -1.382 -2.600 -1.631  0.8705
C -2.650 -1.833 -3.099  -0.3014
C -1.571 -4.663 -1.455  -0.3167
C 0.522 -2.148 -1.978  -0.4427
H -0.633 -5.204 -1.655  -0.0179
H -1.895 -4.943 -0.440  -0.0287
H -2.316 -5.095 -2.147  -0.0145
H -2.112 -1.298 -3.903  -0.0129
H -3.256 -2.623 -3.587  -0.0091
H -3.356 -1.122 -2.633  -0.0166
H 1.341 -2.780 -1.613  -0.0252
H 0.893 -1.540 -2.817  -0.0416
C -2.058 2.942 3.384  -0.0696
C -2.141 1.553 3.229  -0.0612
C -1.414 0.914 2.233  -0.0311
C -0.563 1.656 1.398  -0.2634
C -0.491 3.071 1.545  -0.0276
C -1.238 3.699 2.535  -0.0706
N 0.162 0.987 0.436  -0.0247
C 1.378 1.426 -0.028  -0.2920
C 1.786 0.880 -1.253  -0.0514
C 3.070 1.150 -1.721  -0.0517
C 3.909 2.004 -0.993  -0.0648
C 3.478 2.588 0.205  -0.0655
C 2.218 2.303 0.704  -0.0144
H -2.643 3.442 4.154  0.1060
H -2.779 0.947 3.871  0.1124
H -1.477 -0.167 2.070  0.0306
H 0.157 3.651 0.890  0.1117
H -1.187 4.782 2.636  0.1081
H 1.057 0.233 -1.792  0.0447
H 3.396 0.679 -2.643  0.1108
H 4.913 2.215 -1.355  0.1074
H 4.120 3.263 0.767  0.1102
H 1.869 2.729 1.643  0.1114

Forces on atoms 1 to 3 (eV/Å):
0.8264 1.0488 1.0009
-0.1789 0.3005 0.0212
1.7402 -0.8677 2.0372

Output
Orbital gap (alpha / beta), Ha: 0.2368 / 0.2115
ΔE to the lowest compared entry with this formula, charge and spin, kcal/mol: 0.00
Spin multiplicity: 9
HOMO level (alpha / beta), hartree: -0.221 / -0.314
DFT total energy, eV: -35717.5464

***

4.
The following is a DFT calculation (ωB97M-V with the def2-TZVPD basis set) of one molecule with the formula C16H21ClO5 at a distorted geometry.

Each line ends with the Löwdin charge.
Positions of all 43 atoms, in Å:
C -2.611 0.861 -3.402  -0.0549
O -1.296 1.384 -3.107  -0.1914
C -0.929 1.419 -1.765  -0.3367
C 0.263 2.338 -1.687  -0.1859
C 0.351 3.493 -0.878  -0.0103
C 1.529 4.241 -0.853  -0.0422
C 2.585 3.972 -1.718  -0.2791
C 3.818 4.820 -1.720  -0.0520
C 2.414 2.946 -2.654  -0.0267
C 1.232 2.208 -2.701  -0.0164
H -2.550 0.293 -4.337  0.0953
H -2.976 0.208 -2.593  0.0804
H -3.295 1.712 -3.532  0.0969
H -1.756 1.714 -1.094  0.1439
H -0.476 3.758 -0.229  0.1121
H 1.690 5.020 -0.119  0.1142
H 4.494 4.524 -2.526  0.0764
H 3.543 5.867 -1.870  0.0848
H 4.346 4.753 -0.765  0.0853
H 3.238 2.688 -3.332  0.1167
H 1.076 1.469 -3.495  0.1230
C -2.976 -3.781 3.399  -0.0711
C -3.213 -2.748 2.331  -0.2240
O -1.950 -2.204 1.905  -0.0191
C -1.994 -1.315 0.886  -0.5197
C -0.685 -0.866 0.352  -0.4031
Cl -0.658 -0.526 -1.293  1.1476
C 0.616 -1.401 0.818  -0.5326
O 1.703 -1.038 0.358  0.0179
O 0.556 -2.375 1.745  -0.0153
C 1.851 -2.956 1.970  -0.2340
C 1.701 -3.986 3.044  -0.0694
O -3.056 -0.918 0.407  0.0227
H -3.928 -4.204 3.720  0.0763
H -2.365 -4.607 3.031  0.0778
H -2.506 -3.338 4.278  0.0793
H -3.732 -3.196 1.478  0.1255
H -3.834 -1.936 2.714  0.1235
H 2.216 -3.393 1.035  0.1293
H 2.543 -2.162 2.252  0.1235
H 2.655 -4.464 3.235  0.0748
H 1.374 -3.516 3.968  0.0796
H 0.993 -4.756 2.747  0.0772

Forces on atoms 1 to 3 (eV/Å):
-0.1248 0.1026 0.2580
-0.2210 -0.8431 1.0239
-0.6474 1.7696 -1.2288

Output
Orbital gap, Ha: 0.2947
HOMO level, hartree: -0.295
DFT total energy, eV: -39689.5669